{"formula": "H3N4", "method": "wB97M-V/def2-TZVPD", "de_lowest_kcal_mol": 16.6, "homo_energy_ev": -18.1, "charge": 1, "homo_lumo_gap_ev": 11.124, "species": ["N", "N", "N", "N", "H", "H", "H"], "coordinates": [[-2.77568, -0.14860, 0.10974], [-1.76439, -0.17380, -0.29917], [1.10109, -0.25359, 0.17260], [0.32658, 0.67429, 0.18748], [1.41995, -0.72390, 1.14927], [1.55638, -0.68810, -0.73751], [0.13608, 1.31370, -0.58241]], "atomic_forces_ev_per_a": [[0.2162, -0.0666, -0.1376], [-0.9805, -0.1081, -0.0107], [2.0253, -1.8075, -0.4810], [0.6807, 0.5781, 2.4113], [-1.2901, 1.1661, -2.5596], [-0.8348, 1.1056, 1.8948], [0.1832, -0.8675, -1.1171]], "mulliken_charge": [-0.14, 0.17, 0.09, -0.21, 0.38, 0.33, 0.37]}

{"formula": "C6H13O", "method": "wB97M-V/def2-TZVPD", "de_lowest_kcal_mol": 36.0, "homo_energy_ev": -14.8, "charge": 1, "homo_lumo_gap_ev": 9.577, "species": ["C", "C", "C", "C", "C", "C", "O", "H", "H", "H", "H", "H", "H", "H", "H", "H", "H", "H", "H", "H"], "coordinates": [[-3.09451, 0.13999, -0.24838], [1.42205, 0.03758, 1.16079], [0.91719, 1.75642, -0.59311], [0.39168, -2.08944, -0.49546], [0.69872, 0.37545, -0.16184], [0.10416, -0.66127, -0.83091], [-2.18874, -0.05788, 0.56929], [-3.89710, 0.93945, -0.16470], [-3.12428, -0.54471, -1.03875], [2.41820, -0.30125, 0.93084], [1.45504, 0.72772, 2.01098], [0.91373, -0.77156, 1.67946], [0.32551, 2.45068, 0.09452], [1.91426, 1.95341, -0.46935], [0.74474, 1.89108, -1.66394], [1.45324, -2.28084, -0.25086], [0.05043, -2.90098, -1.19006], [-0.03766, -2.38761, 0.52785], [-0.09404, -0.61722, -1.91252], [-0.99638, -0.53385, -0.42400]], "atomic_forces_ev_per_a": [[0.4140, 0.7371, 2.5826], [-1.9955, -0.3006, 0.4180], [-3.4063, 0.0042, -0.6401], [0.4188, -2.6310, 2.8268], [2.6872, 0.7506, 2.7024], [-1.6592, -1.7692, -2.2104], [-1.6774, 1.0531, -0.9740], [1.0106, -0.7524, 0.1798], [-0.5077, -0.8525, -1.8342], [0.5154, -0.1362, -0.3113], [0.1664, 0.9439, -0.9887], [0.0262, -0.6053, -0.4524], [0.7324, -0.7013, -1.0063], [2.6734, 0.6478, 0.8094], [-0.6129, 0.2515, 0.2499], [-0.2257, 0.2194, -0.7170], [0.1867, 1.2963, 0.2788], [0.1027, 0.4671, -1.4400], [0.2897, 0.9611, 0.1774], [0.8612, 0.4166, 0.3493]], "mulliken_charge": [-0.09, -1.35, -1.37, -1.27, 1.16, -0.08, -0.48, 0.27, 0.28, 0.42, 0.38, 0.37, 0.34, 0.45, 0.38, 0.33, 0.34, 0.30, 0.51, 0.09]}

{"formula": "CH10BaO8", "method": "wB97M-V/def2-TZVPD", "de_lowest_kcal_mol": 0.0, "homo_energy_ev": -5.2, "charge": 0, "homo_lumo_gap_ev": 4.135, "species": ["Ba", "C", "O", "O", "O", "O", "H", "H", "O", "H", "H", "O", "H", "H", "O", "H", "H", "O", "H", "H"], "coordinates": [[-0.36530, -0.36003, 0.67773], [-0.28568, 2.54051, -1.22847], [0.02949, 2.86499, 0.00774], [-0.43916, 1.24185, -1.50204], [-0.59916, 3.43231, -2.06147], [-0.65264, -1.72934, -1.69869], [-0.39010, -1.23040, -2.48650], [-0.90947, -2.60259, -2.00862], [1.80590, 0.74276, 2.02172], [2.11281, 1.62706, 2.25825], [2.19131, 0.15084, 2.67940], [-0.13707, -3.12849, 1.03129], [-0.72113, -3.83197, 1.33510], [0.50184, -3.56346, 0.45351], [1.93642, -0.35984, -0.64740], [2.65499, 0.18540, -0.30906], [1.68790, 0.05007, -1.49508], [-2.62831, 0.97684, 0.98496], [-2.97722, 1.43396, 1.75674], [-2.81543, 1.55952, 0.23089]], "atomic_forces_ev_per_a": [[0.1240, 2.3075, -1.4750], [-1.2545, 1.8254, 0.8699], [0.2787, -1.5317, -0.2027], [0.3991, -1.4579, 0.4576], [0.6007, -1.1785, 0.1474], [0.1019, -0.3245, -0.1389], [-0.2272, 0.3923, 0.2125], [-0.0201, 0.0423, -0.0499], [0.1973, -0.4109, 0.4808], [-0.3012, 0.1534, -0.2912], [0.1511, 0.1740, 0.0218], [0.0006, -0.3153, 0.0416], [0.0256, 0.0216, 0.0401], [0.0092, 0.0788, -0.0088], [0.5483, -0.3347, -0.4345], [-0.1416, 0.1264, 0.0407], [-0.3207, 0.2738, 0.2849], [-0.6254, -0.0010, 0.0989], [0.0273, 0.1262, -0.0936], [0.4268, 0.0327, -0.0017]], "mulliken_charge": [1.59, 0.52, -0.74, -0.76, -0.73, -0.50, 0.27, 0.24, -0.50, 0.27, 0.27, -0.53, 0.28, 0.30, -0.60, 0.29, 0.32, -0.58, 0.28, 0.32]}

{"formula": "C3H3N4OS", "method": "wB97M-V/def2-TZVPD", "de_lowest_kcal_mol": 28.0, "homo_energy_ev": -4.4, "charge": -1, "homo_lumo_gap_ev": 7.644, "species": ["C", "C", "C", "N", "N", "N", "N", "O", "S", "H", "H", "H"], "coordinates": [[-0.77123, -0.89705, -0.13881], [0.10751, 2.30928, 0.39188], [1.90855, -0.72641, 0.16773], [-0.77804, 0.46803, -0.13196], [-1.98466, -1.39871, -0.29098], [-2.05083, 0.75430, -0.29275], [-2.77446, -0.27333, -0.36964], [-0.69426, 3.09454, 0.12744], [0.61215, -1.90617, -0.01313], [2.05331, -0.32336, -0.85038], [2.77961, -1.20677, 0.59296], [1.59235, 0.10565, 0.80763]], "atomic_forces_ev_per_a": [[-0.7176, 1.2152, -0.1348], [-0.0361, 1.9611, 0.1308], [-0.2565, 1.3504, -0.6341], [0.1956, -2.2309, -0.3652], [-0.0453, 0.5244, 0.0922], [-0.3980, 1.8859, 0.1470], [-0.4762, -1.9025, -0.2528], [0.8684, -0.9101, 0.2439], [-0.0401, -1.6272, 0.4205], [0.5964, 0.0671, 0.6221], [0.2136, -0.1214, -0.1805], [0.0957, -0.2120, -0.0891]], "mulliken_charge": [0.51, -0.02, -0.64, 0.09, -0.44, -0.33, -0.54, -0.20, -0.18, 0.22, 0.32, 0.21]}

Across the entries above, lowest unoccupied orbital energy takes the values -6.9496; -5.2076; -1.1079; 3.2426 eV, respectively.